Entry w
ORCA calculation (ωB97M-V/def2-TZVPD) on a structure of composition C7H13N.

The geometry in XYZ format:
```
21
Properties=species:S:1:pos:R:3
C 1.4095 1.5455 -1.1629
C 0.1108 -1.7520 1.4271
C -2.4401 0.1139 -0.9158
C 1.0979 0.5753 -0.0411
C -0.4047 -0.6573 0.5264
N 2.2588 -0.0195 0.5131
C -0.0345 0.7679 0.7413
C -1.6947 -0.7227 0.0759
H 2.4264 -0.9498 0.1588
H 3.1009 0.5334 0.4544
H -0.7305 1.5608 0.5025
H -2.3382 -1.4245 0.5994
H 2.3926 1.4244 -1.6205
H 0.6797 1.5362 -1.9723
H 1.4265 2.5720 -0.7953
H -0.7096 -2.1860 1.9995
H 0.5665 -2.5487 0.8336
H 0.8512 -1.3720 2.1252
H -2.9156 0.9685 -0.4260
H -1.7902 0.5065 -1.6925
H -3.2628 -0.4719 -1.3307
```

Its spin multiplicity is 1. As for the frontier orbital gap: 7.527 eV. The value obtained for the molecular weight is 111.19 g mol⁻¹.

***

Entry x
ORCA calculation (ωB97M-V/def2-TZVPD) on an isolated molecule of C7H13N.

The geometry in XYZ format:
```
21
Properties=species:S:1:pos:R:3
C -1.8063 0.9539 -0.2758
C -0.5758 1.8388 0.0298
C 0.7270 1.3141 -0.5476
C 1.5302 -3.3387 0.5605
C 2.1248 -2.1496 0.5166
C 1.6541 -1.0012 -0.2597
C 1.2121 0.1464 0.2508
N -3.0965 1.3705 0.3436
H -1.8574 0.8098 -1.3706
H -1.6703 -0.0717 0.0405
H -0.6076 1.9312 1.1482
H -0.7724 2.8403 -0.3669
H 0.6029 1.0518 -1.6135
H 1.4719 2.1240 -0.5583
H 0.7629 -3.6950 -0.0883
H 1.9908 -4.1212 1.1440
H 2.9020 -1.9131 1.2355
H 1.6599 -0.9926 -1.3709
H 0.9734 0.2722 1.2789
H -3.5083 2.0504 -0.2942
H -3.7175 0.5797 0.1974
```

Its spin multiplicity is 1. As for the frontier orbital gap: 10.134 eV. The value obtained for the molecular weight is 111.19 g mol⁻¹. As for the SMILES: C=C/C=C/CCCN.

***

Q: Which of them is the most stable? A: entry x.

***

Entry w
ORCA calculation (ωB97M-V/def2-TZVPD) on a cluster of 2 separate species, C7H13N in total.

The geometry in XYZ format:
```
21
Properties=species:S:1:pos:R:3
C 0.8899 0.5457 0.1861
C -0.2123 0.6855 -1.8060
C 1.7309 -0.7078 0.1883
C 0.6304 1.1536 1.5477
N -0.5615 -0.6159 -1.9785
C -1.1707 -1.2577 -0.9360
C -2.1234 -0.2241 1.1731
C -1.2672 -0.5821 0.2363
H -0.0529 -1.1713 -2.6516
H 1.4068 1.3091 -0.3911
H -0.9632 1.3344 -1.3837
H 0.4717 1.0926 -2.5395
H -1.3799 -2.3130 -1.0457
H 2.7847 -0.4744 0.3877
H 1.3919 -1.4170 0.9451
H 1.5444 1.6263 1.9273
H 1.6976 -1.2216 -0.7762
H 0.3379 0.4013 2.2831
H -0.1465 1.9196 1.5068
H -1.8155 0.1521 2.1401
H -3.1932 -0.2352 0.9864
```

Its spin multiplicity is 1. As for the frontier orbital gap: 8.235 eV. The value obtained for the molecular weight is 111.19 g mol⁻¹.

***

Entry x
ORCA calculation (ωB97M-V/def2-TZVPD) on a cluster of 2 separate species, C7H13N in total.

The geometry in XYZ format:
```
21
Properties=species:S:1:pos:R:3
C 1.3910 -0.2688 -0.1462
C -2.1050 1.1837 0.9393
C 1.8147 -1.6063 0.3859
C 1.9581 0.9538 0.5149
C 0.5896 -0.1810 -1.1932
C -1.8670 -0.2466 0.5549
C 0.0875 -0.0736 -2.3882
N -2.7330 -0.9604 -0.0995
H -1.0661 -0.7735 1.1171
H -3.3974 -0.3644 -0.6062
H -1.3882 1.8192 0.4134
H -3.1133 1.5092 0.6735
H -1.9502 1.2939 2.0154
H 2.1794 -1.5372 1.4149
H 2.6121 -2.0259 -0.2360
H 0.9655 -2.3024 0.3848
H 2.7091 1.4204 -0.1315
H 1.1706 1.6890 0.7091
H 2.4288 0.7191 1.4742
H 0.7027 -0.1905 -3.2730
H -0.9890 -0.0579 -2.5237
```

Its spin multiplicity is 1. As for the frontier orbital gap: 9.888 eV. The value obtained for the molecular weight is 111.19 g mol⁻¹. As for the SMILES: C=C=C(C)C.[H]/N=C\C.

***

Q: Which of them is the most stable? A: entry x.

***

Entry w
ORCA calculation (ωB97M-V/def2-TZVPD) on an isolated molecule of ClHNO3P.

The geometry in XYZ format:
```
7
Properties=species:S:1:pos:R:3
N 1.3046 -0.2921 0.6939
O -1.9594 -0.6390 0.0613
O 0.5609 -0.8109 -0.1662
O -0.7118 1.3517 0.9710
P -0.9193 0.3637 -0.1180
Cl -0.5533 0.7414 -2.0463
H 2.2783 -0.7147 0.6041
```

Its spin multiplicity is 1. As for the frontier orbital gap (spin up / spin down): 7.019 / 7.020 eV. The value obtained for the molecular weight is 129.44 g mol⁻¹.

***

Entry x
ORCA calculation (ωB97M-V/def2-TZVPD) on a cluster of 2 separate species, ClHNO3P in total.

The geometry in XYZ format:
```
7
Properties=species:S:1:pos:R:3
N 0.6785 0.0549 1.0147
O -0.1141 1.8398 -0.2092
O -0.5195 -0.4737 0.9374
O 1.3324 -0.5834 0.0064
P -0.2925 -0.7865 -0.7535
Cl -0.7181 -2.7635 -0.9751
H -0.3668 2.7123 -0.0206
```

Its spin multiplicity is 1. As for the frontier orbital gap (spin up / spin down): 7.082 / 7.063 eV. The value obtained for the molecular weight is 129.44 g mol⁻¹.

***

Q: Which of them is the most stable? A: entry w.

***

Entry w
ORCA calculation (ωB97M-V/def2-TZVPD) on an isolated molecule of C3H7NO2.

The geometry in XYZ format:
```
13
Properties=species:S:1:pos:R:3
C 2.1021 0.1453 0.2689
N 0.6634 0.2830 0.5916
C -0.3775 -0.5814 0.0229
C -1.7584 0.0020 0.0631
O -2.7012 -0.5255 -0.7708
O -1.9952 1.1258 0.6347
H 2.4563 0.8199 -0.5853
H 2.2443 -0.8461 -0.1943
H 2.7374 0.3368 1.1689
H 0.3531 1.2954 0.3329
H -0.4113 -1.4349 0.7192
H -0.2536 -0.8790 -1.0369
H -3.0593 0.2587 -1.2148
```

Its spin multiplicity is 1. As for the frontier orbital gap: 9.634 eV. The value obtained for the molecular weight is 89.09 g mol⁻¹. As for the SMILES: CNCC(=O)O.

***

Entry x
ORCA calculation (ωB97M-V/def2-TZVPD) on an isolated molecule of C3H7NO2.

The geometry in XYZ format:
```
13
Properties=species:S:1:pos:R:3
C -0.9003 1.4066 0.3203
C -0.4357 -0.0047 -0.1168
N -1.0873 -1.0947 0.5525
O -1.0019 -2.0301 -0.2422
C 1.1040 -0.1648 0.0320
O 1.6641 -1.0896 -0.8638
H -1.9865 1.5214 0.2746
H -0.5902 1.6836 1.3475
H -0.4576 2.1498 -0.3491
H -0.5170 -0.7658 -1.0838
H 1.3794 -0.4012 1.0660
H 1.5268 0.8082 -0.2288
H 1.3807 -1.9781 -0.6107
```

Its spin multiplicity is 1. As for the frontier orbital gap: 9.370 eV. The value obtained for the molecular weight is 89.09 g mol⁻¹. As for the SMILES: C[C@@H](CO)N=O.

***

Q: Which of them is the most stable? A: entry w.

***

Entry w
ORCA calculation (ωB97M-V/def2-TZVPD) on an isolated molecule of C3H7NO2.

The geometry in XYZ format:
```
13
Properties=species:S:1:pos:R:3
C -1.4170 -0.5365 1.1040
N -0.0806 -0.2438 1.1255
C 0.6523 -0.6377 -0.1773
C 0.8976 0.6127 -1.0022
O -0.0547 1.6520 -0.9177
O -2.2467 -0.1094 1.9272
H -1.7630 -1.1559 0.2615
H 0.2751 0.6363 1.6734
H 1.5786 -1.0730 0.1437
H 0.0682 -1.4046 -0.6292
H 1.9634 1.0194 -0.7019
H 0.8466 0.1542 -2.0204
H -0.7198 1.0863 -0.7866
```

Its spin multiplicity is 1. As for the frontier orbital gap: 10.723 eV. The value obtained for the molecular weight is 89.09 g mol⁻¹. As for the SMILES: O=CNCCO.

***

Entry x
ORCA calculation (ωB97M-V/def2-TZVPD) on a cluster of 2 separate species, C3H7NO2 in total.

The geometry in XYZ format:
```
13
Properties=species:S:1:pos:R:3
C -1.3050 0.5677 -0.7798
N -2.4153 -0.1325 -0.8953
C 1.1333 -0.1344 1.2785
O 1.7809 -0.8367 0.4692
O 0.9816 1.0878 1.3127
C -0.1348 -0.4583 -1.3780
H -1.2107 1.3648 -1.5238
H -0.9710 0.8164 0.2263
H -2.7234 -0.4463 0.0404
H 0.5876 -0.7702 2.0287
H -0.3314 -0.6977 -2.4194
H -0.1771 -1.3276 -0.7428
H 0.8208 0.0776 -1.2559
```

Its spin multiplicity is 1. As for the frontier orbital gap: 4.318 eV. The value obtained for the molecular weight is 89.09 g mol⁻¹.

***

Entry y
ORCA calculation (ωB97M-V/def2-TZVPD) on an isolated molecule of C3H7NO2.

The geometry in XYZ format:
```
13
Properties=species:S:1:pos:R:3
C -1.2489 -0.0478 -0.3807
C 0.0855 0.0990 0.3045
C 1.3327 -0.6135 -0.2448
H -1.9573 0.1804 0.0909
H -1.4534 -0.8464 -0.6474
H -1.3713 0.4235 -1.1303
H 2.3595 -0.2792 0.3814
H 1.2169 -1.5651 -0.1151
H 0.6755 -0.9393 -2.2427
H -0.5209 1.8103 2.5599
N 0.3047 0.7554 1.3209
O 1.4297 -0.4274 -1.6800
O -0.8527 1.4503 1.7832
```

Its spin multiplicity is 1. As for the frontier orbital gap: 10.665 eV. The value obtained for the molecular weight is 89.09 g mol⁻¹. As for the SMILES: C/C(CO)=N\O.

***

Entry z
ORCA calculation (ωB97M-V/def2-TZVPD) on an isolated molecule of C3H7NO2.

The geometry in XYZ format:
```
13
Properties=species:S:1:pos:R:3
O -0.9444 -0.2259 1.7519
C 0.3897 0.0623 1.4332
C 0.7867 -0.4504 0.0587
N 0.2921 0.3588 -1.0449
C -0.9532 0.2473 -1.5653
O -1.9409 -0.1351 -0.9613
H -1.4842 -0.0839 0.9531
H 1.0190 -0.4243 2.1875
H 0.6005 1.1446 1.4603
H 0.3948 -1.4666 -0.0714
H 1.8752 -0.4968 -0.0525
H 0.9202 0.9961 -1.5059
H -0.9557 0.4740 -2.6434
```

Its spin multiplicity is 1. As for the frontier orbital gap: 10.616 eV. The value obtained for the molecular weight is 89.09 g mol⁻¹. As for the SMILES: O=CNCCO.

***

Q: Which of them is the most stable? A: entry z.

***

Entry w
ORCA calculation (ωB97M-V/def2-TZVPD) on an isolated molecule of CH2ClNO3S.

The geometry in XYZ format:
```
9
Properties=species:S:1:pos:R:3
C 1.5994 0.9931 0.5133
N 0.2966 0.7985 0.4334
O -2.3812 -1.1812 0.9764
O -0.1837 -0.4773 0.0565
O 3.0506 0.4424 0.4252
S -1.8315 -0.8515 -0.2963
Cl 3.3554 -1.0998 -0.2058
H 1.8638 2.0650 0.8912
H -1.2965 -2.1011 -0.9234
```

Its spin multiplicity is 1. As for the frontier orbital gap: 9.820 eV. The value obtained for the molecular weight is 143.55 g mol⁻¹.

***

Entry x
ORCA calculation (ωB97M-V/def2-TZVPD) on an isolated molecule of CH2ClNO3S.

The geometry in XYZ format:
```
9
Properties=species:S:1:pos:R:3
C 1.1393 -0.4413 0.2443
N -0.0528 -0.0403 -0.2556
O 1.4444 -0.4827 1.3788
O -0.8396 0.9184 0.2892
O -0.3151 -0.1982 -1.5965
S -2.1459 0.3059 1.1390
Cl 0.4977 1.0075 -2.6616
H 1.6995 -1.0080 -0.5828
H -1.4273 -0.0614 2.0452
```

Its spin multiplicity is 1. As for the frontier orbital gap: 8.912 eV. The value obtained for the molecular weight is 143.55 g mol⁻¹. As for the SMILES: O=CN(OS)OCl.

***

Entry y
ORCA calculation (ωB97M-V/def2-TZVPD) on an isolated molecule of CH2ClNO3S.

The geometry in XYZ format:
```
9
Properties=species:S:1:pos:R:3
C 2.0443 1.8020 1.0366
N 0.2794 -0.0117 -0.4812
O 2.0438 1.2700 2.1049
O -0.5778 2.4569 -0.1447
O 1.1727 1.9014 -1.7834
S 0.4754 1.6729 -0.5650
Cl 3.2569 2.8888 0.3599
H -0.6070 -0.4883 -0.1120
H 0.7512 -0.3657 -1.3839
```

Its spin multiplicity is 1. As for the frontier orbital gap: 9.844 eV. The value obtained for the molecular weight is 143.55 g mol⁻¹. As for the SMILES: NS(=O)(=O)C(=O)Cl.

***

Q: Which of them is the most stable? A: entry y.